No. 1
C5H6N2 | ωB97M-V with the def2-TZVPD basis set

The geometry in ORCA input format:
```
! RIJCOSX wB97M-V def2-TZVPD def2/J DEFGRID3
* xyz 0 1
C 0.3947 1.0958 -0.2367
H -0.1484 2.1061 -0.4787
H -0.6530 -2.0718 -0.6366
C -1.8955 -0.2448 -0.2162
C -0.4875 0.1429 0.0229
N 2.9081 -1.0232 0.0856
C -0.8283 -1.2578 0.0698
N 2.4540 -0.0007 0.1063
H -0.7340 -1.6208 1.1334
H 2.2253 1.9052 0.6079
H -2.6515 -0.2717 -1.1071
C 1.8360 1.0709 0.0053
H -2.4198 0.1699 0.6441
*
```

Energy above the lowest of the compared OMol25 structures with the same formula, charge and spin (kcal per mole): 108.2
E_LUMO (eV): 0.8370

No. 2
C5H9N | ωB97M-V with the def2-TZVPD basis set

The geometry in ORCA input format:
```
! RIJCOSX wB97M-V def2-TZVPD def2/J DEFGRID3
* xyz 0 1
C 1.2829 0.0612 -0.6774
H 1.9231 -0.7621 -0.5904
H -0.1029 -2.3475 0.6523
C -0.6468 1.2146 -1.7623
H -0.4372 0.7717 0.6151
C -0.3141 -1.1135 2.3243
C -0.0161 -0.1119 0.0930
H -0.4104 1.4679 -2.8110
H 1.6560 1.0591 -0.8525
C -0.2394 -1.2538 0.9916
H -1.6828 1.0604 -1.5648
H -0.4398 -0.0534 2.7913
H -0.3370 2.0345 -1.0375
H -0.1575 -1.9021 3.1979
N -0.0779 -0.1251 -1.3697
*
```

SMILES: C=C[C@H]1CN1C
Energy above the lowest of the compared OMol25 structures with the same formula, charge and spin (kcal per mole): 67.9
E_LUMO (eV): 1.1850